DFT (ωB97M-V/def2-TZVPD) results for a cluster of 15 separate species, C36H110N8O15 in total in a non-equilibrium geometry.

Geometry (Å):
C -1.6925 -10.3671 4.4626
C -1.3092 -8.9167 4.4670
C 0.2368 -8.7509 4.1973
O 0.9891 -9.1132 5.3181
C 2.3955 -9.3104 5.1262
N -2.0371 -8.2687 3.3719
H -2.7660 -10.5378 4.5441
H -1.1331 -10.8384 5.2707
H -1.3112 -10.7913 3.5337
H -1.5858 -8.5501 5.4555
H 0.4971 -7.7230 3.9446
H 0.4564 -9.3435 3.3093
H 2.9911 -9.2410 6.0364
H 2.7580 -8.4125 4.6259
H 2.7273 -10.2306 4.6453
H -1.9779 -7.2638 3.4541
H -3.0120 -8.4196 3.5884
C 7.8942 -4.4198 -5.8574
C 9.3373 -3.9923 -5.7136
C 9.6003 -2.6444 -5.0232
O 8.9118 -1.6062 -5.8396
C 8.2661 -0.6610 -5.0660
N 9.8924 -5.0320 -4.8942
H 7.3988 -4.4241 -4.8864
H 7.9470 -5.4839 -6.0875
H 7.3851 -3.8233 -6.6144
H 9.8320 -4.0002 -6.6849
H 10.6346 -2.3286 -5.1588
H 9.2790 -2.6107 -3.9822
H 8.9949 0.0407 -4.6602
H 7.6096 -1.0762 -4.3014
H 7.6258 -0.0902 -5.7386
H 9.3547 -5.1183 -4.0436
H 9.7393 -5.8925 -5.4004
C -4.5337 3.7327 4.5064
C -5.9584 3.1584 4.8638
C -7.0831 4.1853 5.1464
O -8.3538 3.4455 5.4172
C -9.3088 4.2903 6.0092
N -6.2354 2.3202 3.7349
H -4.4954 4.2781 3.5635
H -3.7867 2.9462 4.3987
H -4.2853 4.4297 5.3068
H -5.8498 2.5608 5.7689
H -7.1536 4.8496 4.2850
H -6.7241 4.7016 6.0367
H -8.7898 4.8391 6.7950
H -10.2646 3.9021 6.3610
H -9.4509 5.1588 5.3660
H -6.4446 2.8759 2.9179
H -7.0485 1.7489 3.9151
C -3.9908 10.3861 10.1905
C -2.9163 10.9310 9.3313
C -2.3905 9.7918 8.4174
O -1.2344 10.3222 7.7741
C -0.5894 9.3299 6.9848
N -3.4584 12.0533 8.5861
H -4.5729 11.1874 10.6456
H -3.5174 9.9489 11.0696
H -4.7058 9.7020 9.7335
H -2.1191 11.3188 9.9655
H -3.1328 9.6040 7.6416
H -2.1735 8.8421 8.9063
H -1.1577 9.0014 6.1146
H -0.4381 8.4181 7.5626
H 0.3316 9.7566 6.5877
H -3.4423 12.8615 9.1916
H -2.7890 12.3014 7.8716
C -1.2652 2.5559 12.0919
C -1.6446 1.2757 11.2944
C -0.5625 0.8057 10.2942
O -1.0355 -0.3344 9.5234
C -0.2554 -0.7906 8.4440
N -1.9755 0.1774 12.2294
H -0.3468 2.3954 12.6565
H -2.0394 2.9752 12.7345
H -0.9560 3.3671 11.4328
H -2.5491 1.4817 10.7220
H 0.3319 0.4327 10.7933
H -0.2197 1.6239 9.6609
H -0.8597 -1.3834 7.7574
H 0.6174 -1.3550 8.7724
H 0.0657 0.1218 7.9414
H -1.1270 -0.0643 12.7210
H -1.9895 -0.5766 11.5576
C 0.0067 -7.9290 -8.4485
C -0.9280 -8.6575 -7.4856
C -0.7853 -10.2334 -7.7907
O -1.3415 -10.4137 -9.0902
C -1.4846 -11.7811 -9.4443
N -0.6172 -8.3540 -6.1477
H -0.2486 -8.2301 -9.4645
H 1.0717 -8.1339 -8.3394
H -0.1769 -6.9002 -8.1386
H -1.9723 -8.3478 -7.5263
H -1.2446 -10.8876 -7.0496
H 0.2600 -10.5346 -7.7228
H -2.1544 -12.1962 -8.6912
H -0.5400 -12.3004 -9.2824
H -1.8618 -11.9479 -10.4532
H -1.3134 -8.8311 -5.5930
H 0.2001 -8.7842 -5.7389
C 1.9536 -0.4097 -1.7690
C 2.6164 -0.7001 -0.4124
C 2.3944 0.4008 0.6220
O 3.1143 1.5583 0.1641
C 2.5725 2.7204 0.7324
N 1.9582 -1.9077 0.1272
H 2.2753 -1.0808 -2.5653
H 2.2662 0.5879 -2.0779
H 0.8723 -0.4464 -1.6372
H 3.6722 -0.8411 -0.6439
H 2.9384 0.0030 1.4787
H 1.3312 0.5423 0.8162
H 1.5075 2.8364 0.5313
H 3.0586 3.6506 0.4382
H 2.5618 2.6547 1.8204
H 1.8384 -2.5472 -0.6453
H 1.0374 -1.7037 0.4886
C -2.2303 -0.1318 -9.7696
C -2.4423 -0.0991 -11.2501
C -3.9811 -0.2860 -11.4819
O -4.3103 -0.2675 -12.8892
C -5.6912 -0.4595 -13.2149
N -2.1381 1.2129 -11.7080
H -2.5980 -1.0832 -9.3851
H -2.8824 0.5893 -9.2768
H -1.2220 -0.0047 -9.3754
H -1.9151 -0.8269 -11.8669
H -4.6481 0.4735 -11.0740
H -4.4105 -1.2169 -11.1114
H -6.3556 0.2027 -12.6598
H -6.1301 -1.4563 -13.2572
H -5.7469 -0.1885 -14.2692
H -1.1356 1.3110 -11.7811
H -2.4133 1.3534 -12.6696
O 6.2998 -4.8872 1.7707
H 5.4174 -4.5732 1.5731
H 6.4650 -4.5911 2.6659
O -4.2003 -4.3227 -3.1359
H -4.7416 -5.1117 -3.1647
H -3.3432 -4.6079 -3.4524
O -3.4742 -2.4238 1.4691
H -3.7548 -1.5935 1.8540
H -4.1010 -2.5854 0.7639
C 8.9744 6.3491 1.2320
O 10.1820 6.5198 0.5433
H 8.5771 5.3456 1.0795
H 9.0358 6.5840 2.2946
H 8.1950 7.0111 0.8548
H 10.3719 7.4466 0.7061
C 1.9418 4.8853 -6.7028
O 1.1545 5.0187 -5.5809
H 2.2096 5.8934 -7.0194
H 2.9056 4.4214 -6.4932
H 1.4677 4.3713 -7.5389
H 0.3466 5.5138 -5.7347
C 5.1509 11.4807 -1.5126
O 6.3909 12.1932 -1.0381
H 4.6116 12.1875 -2.1432
H 5.2801 10.6596 -2.2176
H 4.4999 11.1567 -0.7006
H 6.2732 12.9962 -0.5252
C -4.4892 1.9622 -3.3809
O -5.8853 2.0309 -3.2273
H -4.0546 2.8391 -3.8608
H -3.9722 1.8501 -2.4279
H -4.1254 1.0687 -3.8882
H -6.2517 2.2886 -4.0764

Cartesian forces (eV/Å) of the 3 atoms listed first:
C 1.0 -0.5 -0.1
C 1.0 0.2 -0.3
C -0.9 0.2 -0.1

The energy above the lowest of the compared OMol25 structures with the same formula, charge and spin comes out at 530.50 kJ/mol. Its net charge is 0. Its spin multiplicity is 1. As for the total energy: -3003.817080 a.u. The HOMO-LUMO gap is 9.36 eV. As for the HOMO energy: -9.1 eV.